Record 1
C6H8N2 | ωB97M-V/def2-TZVPD

The value obtained for the relative energy (zero: lowest compared OMol25 entry of this formula, charge and spin) is 611.6 kJ/mol. As for the total charge: 0. For the largest force on an atom, the calculation gives 1.58 eV/Å. The value obtained for the LUMO energy (alpha / beta) is 0.00170 / -0.01656 hartree.

Last column: natural (NBO) charge in e.
Element x y z (Å)
C1 0.45 0.67 1.10  0.12
N1 1.16 0.14 2.11  -0.75
C2 1.09 1.08 -0.12  -0.36
C3 -0.79 0.07 -1.38  -0.18
C4 0.44 0.92 -1.29  -0.07
N2 -0.29 -0.76 -2.37  -0.57
C5 -1.05 -0.65 0.02  -0.08
C6 -1.57 -1.54 0.67  -0.30
H1 -0.49 1.12 1.40  0.22
H2 0.69 -0.17 2.94  0.40
H3 2.03 -0.33 1.89  0.39
H4 -0.78 -1.66 -2.34  0.32
H5 2.11 1.45 -0.07  0.22
H6 -1.75 0.59 -1.54  0.20
H7 0.78 1.39 -2.20  0.22
H8 -2.03 -2.34 1.20  0.23

=====

Record 2
C6H8N2O | ωB97M-V/def2-TZVPD

The value obtained for the relative energy (zero: lowest compared OMol25 entry of this formula, charge and spin) is 232.4 kJ/mol. As for the total charge: 0. For the largest force on an atom, the calculation gives 15.47 eV/Å. The value obtained for the LUMO energy is 0.02619 hartree.

Last column: natural (NBO) charge in e.
Element x y z (Å)
C1 -3.22 -0.48 -0.12  -0.68
C2 -1.80 0.15 -0.01  0.70
C3 0.57 -0.42 0.02  0.29
C4 1.72 -1.25 0.06  -0.31
C5 2.84 -0.40 -0.05  -0.29
C6 2.36 0.93 -0.07  -0.09
H1 -3.43 -0.52 0.89  0.23
H2 -3.88 0.18 -0.61  0.24
H3 -3.15 -1.63 -0.71  0.21
H4 -0.94 -1.68 0.44  0.41
H5 1.75 -2.10 0.23  0.17
H6 4.00 -0.63 -0.05  0.23
H7 2.91 1.94 -0.05  0.22
H8 0.21 1.77 0.08  0.48
N1 -0.80 -0.80 0.01  -0.62
N2 0.95 0.92 -0.07  -0.56
O1 -1.66 1.34 0.15  -0.62

=====

Record 3
C6H8N2O | ωB97M-V/def2-TZVPD

The value obtained for the relative energy (zero: lowest compared OMol25 entry of this formula, charge and spin) is 492.1 kJ/mol. As for the total charge: 0. For the largest force on an atom, the calculation gives 7.86 eV/Å. The value obtained for the LUMO energy is 0.01799 hartree.

Last column: natural (NBO) charge in e.
Element x y z (Å)
C1 0.21 0.02 -2.25  -0.21
C2 -0.33 0.11 -0.76  -0.03
C3 -1.52 -0.32 -0.52  -0.24
C4 -1.73 -0.70 0.83  -0.20
C5 -0.78 -0.57 1.80  -0.01
C6 0.71 0.18 0.21  0.00
H1 1.08 2.01 -2.75  0.39
H2 1.96 0.37 -3.15  0.37
H3 0.53 -1.05 -2.34  0.21
H4 -0.66 -0.03 -3.19  0.14
H5 -2.16 -0.43 -1.32  0.23
H6 -2.73 -0.81 1.34  0.22
H7 -1.01 -0.61 2.94  0.25
H8 1.72 0.73 0.15  0.27
N1 1.26 0.88 -2.38  -0.85
N2 0.43 -0.14 1.43  0.06
O1 1.26 0.28 2.38  -0.59

=====

Record 4
C6H8N2O | ωB97M-V/def2-TZVPD

The value obtained for the relative energy (zero: lowest compared OMol25 entry of this formula, charge and spin) is 296.3 kJ/mol. As for the total charge: 0. For the largest force on an atom, the calculation gives 2.50 eV/Å. The value obtained for the LUMO energy is 0.03589 hartree.

Last column: natural (NBO) charge in e.
Element x y z (Å)
N1 -0.51 -1.28 1.91  -0.87
C1 -0.75 -1.02 0.62  0.65
C2 0.45 -0.54 -0.19  -0.15
C3 0.34 -0.19 -1.66  -0.24
C4 -0.07 1.28 -1.70  -0.25
C5 -0.21 1.72 -0.26  -0.23
N2 0.97 0.84 0.09  -0.39
C6 1.34 0.89 -1.40  -0.09
H1 1.27 -1.26 -0.01  0.22
H2 0.26 -0.85 -2.52  0.24
H3 -0.46 1.73 -2.61  0.23
H4 0.07 2.77 -0.11  0.20
H5 -1.14 1.50 0.29  0.19
H6 2.32 1.14 -1.81  0.23
O1 -1.83 -1.26 0.09  -0.57
H7 -0.12 -0.57 2.52  0.41
H8 -0.92 -2.14 2.29  0.41

=====

Record 5
C6H8N2O2 | ωB97M-V/def2-TZVPD

The value obtained for the relative energy (zero: lowest compared OMol25 entry of this formula, charge and spin) is 132.4 kJ/mol. As for the total charge: 0. For the largest force on an atom, the calculation gives 3.16 eV/Å. The value obtained for the LUMO energy is 0.02237 hartree.

Last column: natural (NBO) charge in e.
Element x y z (Å)
C1 2.32 0.14 0.23  0.64
C2 1.81 -1.10 -0.39  -0.39
C3 0.67 -0.99 -1.03  0.08
C4 0.23 1.36 -0.45  0.79
C5 -2.62 -0.39 0.42  -0.39
C6 -1.55 -0.23 1.21  -0.36
H1 1.62 2.03 0.75  0.43
H2 2.34 -2.01 -0.16  0.25
H3 0.19 -1.85 -1.55  0.22
H4 -1.00 0.14 -1.68  0.43
H5 -3.59 -0.61 0.93  0.21
H6 -2.46 -0.28 -0.62  0.17
H7 -1.55 -0.40 2.29  0.21
H8 -0.76 0.21 0.68  0.17
N1 1.42 1.18 0.26  -0.65
N2 -0.07 0.15 -1.18  -0.64
O1 3.38 0.27 0.78  -0.58
O2 -0.39 2.38 -0.50  -0.58

=====

Record 6
C6H8N2O2 | ωB97M-V/def2-TZVPD

The value obtained for the relative energy (zero: lowest compared OMol25 entry of this formula, charge and spin) is 336.7 kJ/mol. As for the total charge: 0. For the largest force on an atom, the calculation gives 5.27 eV/Å. The value obtained for the LUMO energy (alpha / beta) is -0.00578 / -0.00485 hartree.

Last column: natural (NBO) charge in e.
Element x y z (Å)
C1 0.04 1.27 -0.81  0.59
C2 1.92 0.90 0.31  0.78
C3 0.00 -2.52 -0.83  -0.49
C4 -0.75 -1.46 -0.78  -0.13
C5 -0.31 0.55 0.38  0.15
C6 -1.60 0.61 1.10  -0.64
N1 1.41 1.44 -0.88  -0.64
N2 0.86 0.42 1.03  -0.63
O1 -0.76 1.64 -1.68  -0.59
O2 3.06 0.99 0.62  -0.59
H1 -0.32 -3.30 -1.49  0.21
H2 0.92 -2.73 -0.35  0.21
H3 -1.77 -1.18 -0.90  0.19
H4 -2.51 0.42 0.60  0.25
H5 -1.52 1.61 1.52  0.23
H6 -1.63 -0.22 1.77  0.23
H7 2.03 1.62 -1.66  0.44
H8 0.93 -0.05 2.02  0.43

=====

Record 7
C6H8N2OS | ωB97M-V/def2-TZVPD

The value obtained for the relative energy (zero: lowest compared OMol25 entry of this formula, charge and spin) is 395.7 kJ/mol. As for the total charge: 0. For the largest force on an atom, the calculation gives 3.69 eV/Å. The value obtained for the LUMO energy (alpha / beta) is -0.01372 / -0.04957 hartree.

Last column: natural (NBO) charge in e.
Element x y z (Å)
C1 -3.54 -1.27 0.24  -0.08
C2 -2.17 -1.16 0.22  -0.05
C3 -3.17 0.80 -0.19  0.20
C4 -0.72 0.79 0.03  0.78
C5 3.69 0.43 0.44  -0.65
C6 2.66 0.08 -0.59  -0.55
N1 -4.12 -0.06 -0.05  -0.40
N2 -1.91 0.22 -0.07  -0.49
O1 -0.24 1.83 -0.03  -0.46
S1 1.43 -1.20 -0.19  -0.10
H1 -3.99 -2.21 0.42  0.22
H2 -1.32 -1.86 0.40  0.26
H3 -3.46 1.78 -0.39  0.22
H4 4.70 0.50 0.06  0.22
H5 3.45 1.36 1.02  0.21
H6 3.53 -0.44 1.07  0.23
H7 3.19 -0.44 -1.56  0.22
H8 1.99 0.87 -0.85  0.23

=====

Record 8
C6H8N2S2 | ωB97M-V/def2-TZVPD

The value obtained for the relative energy (zero: lowest compared OMol25 entry of this formula, charge and spin) is 347.6 kJ/mol. As for the total charge: 0. For the largest force on an atom, the calculation gives 5.46 eV/Å. The value obtained for the LUMO energy is 0.01673 hartree.

Last column: natural (NBO) charge in e.
Element x y z (Å)
C1 -3.40 -0.91 0.84  -0.81
C2 -1.05 0.60 -0.32  -0.41
C3 -0.54 1.70 0.18  -0.24
C4 0.80 1.55 0.46  -0.22
C5 1.31 0.31 0.13  -0.28
C6 2.73 -0.15 0.17  0.42
H1 -4.66 -0.64 0.32  0.24
H2 -3.24 -2.04 1.11  0.23
H3 -3.43 -0.61 2.01  0.23
H4 -0.98 2.66 0.71  0.24
H5 1.45 2.24 0.81  0.23
H6 2.23 -2.09 0.64  0.37
H7 3.83 -2.16 0.04  0.40
H8 4.56 0.46 -0.37  0.36
N1 2.87 -1.61 0.12  -0.86
N2 3.58 0.71 -0.16  -0.67
S1 -2.77 0.07 -0.52  0.26
S2 0.03 -0.71 -0.35  0.50